1.
A 6-piece molecular cluster, C12H33NO8S overall. Source: OMol25; level of theory: ωB97M-V/def2-TZVPD.

Structure (XYZ):
```
55
Properties=species:S:1:pos:R:3:forces:R:3
H -0.851 -2.129 -0.496 -0.05 0.03 0.03
N -0.824 -1.230 -0.979 0.17 0.07 -0.02
C 0.112 -0.505 -0.518 -0.11 -0.07 0.00
C 0.302 0.891 -1.043 0.08 -0.09 -0.15
C 1.095 -0.960 0.538 -0.07 -0.05 0.10
C 2.415 -1.414 -0.095 0.04 -0.05 -0.13
C 3.593 -1.409 0.874 0.04 -0.12 0.02
C 4.887 -1.678 0.134 0.04 0.08 -0.06
O 4.862 -2.997 -0.469 -0.04 -0.09 0.07
S 3.761 -3.217 -1.596 0.07 0.07 0.06
O 3.949 -2.228 -2.614 -0.01 -0.01 -0.03
O 3.801 -4.607 -1.899 0.00 -0.03 -0.06
C 2.285 -2.815 -0.700 0.04 0.02 -0.04
H -0.196 1.608 -0.389 0.00 -0.02 0.04
H -0.135 0.982 -2.033 -0.07 0.02 0.02
H 1.360 1.156 -1.086 0.01 0.01 0.02
H 0.646 -1.774 1.115 0.06 0.00 0.05
H 1.306 -0.142 1.231 -0.04 0.03 -0.03
H 2.660 -0.745 -0.927 -0.05 0.13 0.07
H 3.680 -0.465 1.414 -0.01 0.03 -0.08
H 3.460 -2.205 1.615 -0.05 0.08 0.09
H 5.066 -0.944 -0.655 -0.01 0.01 0.01
H 5.747 -1.694 0.799 0.01 -0.06 0.02
H 2.185 -3.578 0.073 -0.08 -0.02 -0.01
H 1.465 -2.895 -1.415 0.00 0.02 -0.01
C -3.925 -0.621 0.367 0.08 -0.03 0.08
O -3.102 -0.927 1.486 -0.05 0.04 0.00
H -3.264 -0.391 -0.465 -0.02 -0.01 -0.02
H -4.563 -1.466 0.090 -0.01 -0.01 0.00
H -4.563 0.248 0.566 -0.02 0.00 -0.03
H -3.682 -1.134 2.229 -0.03 -0.08 0.08
C -5.285 -3.095 4.279 0.03 -0.02 0.00
O -5.288 -1.832 3.623 0.05 0.06 -0.09
H -4.283 -3.242 4.674 0.00 -0.01 0.00
H -5.994 -3.119 5.109 0.01 0.01 0.00
H -5.511 -3.911 3.589 0.01 0.00 0.00
H -6.166 -1.673 3.267 0.00 0.01 0.00
C -3.876 2.937 -1.445 0.03 -0.06 0.03
O -2.742 2.198 -1.007 0.02 0.13 0.04
H -3.793 3.023 -2.525 -0.02 0.03 0.02
H -4.811 2.426 -1.195 0.00 0.00 -0.01
H -3.895 3.942 -1.011 -0.02 0.01 -0.01
H -2.800 2.094 -0.053 -0.01 -0.07 -0.01
C -2.053 4.936 -4.563 0.00 -0.01 0.02
O -2.521 3.601 -4.448 0.02 0.03 -0.09
H -2.878 5.586 -4.280 0.01 0.01 0.00
H -1.211 5.132 -3.894 0.00 0.00 0.01
H -1.757 5.178 -5.588 -0.01 0.00 0.00
H -1.807 3.004 -4.684 -0.01 -0.03 0.03
C 5.416 2.383 2.443 -0.03 -0.01 0.01
O 5.101 1.016 2.683 0.05 0.01 -0.04
H 4.471 2.917 2.381 0.01 0.01 0.00
H 6.006 2.812 3.256 0.00 0.00 0.00
H 5.955 2.517 1.501 0.00 0.00 0.00
H 5.924 0.526 2.767 0.00 0.01 0.04
```
Forces are in eV/Å.

## Properties
Frontier orbital gap in eV: 10.11
SMILES: [H]/N=C(/C)C[C@H]1CCOS(=O)(=O)C1.CO.CO.CO.CO.CO
Maximum force in eV/A: 0.2
Electronic energy in Eh: -1531.7859



2.
A 8-piece molecular cluster, C40H38N7O16 overall at a distorted geometry. Source: OMol25; level of theory: ωB97M-V/def2-TZVPD.

Structure (XYZ):
```
101
Properties=species:S:1:pos:R:3:forces:R:3
C 0.248 -0.276 -0.544 1.60 -1.49 4.53
O 0.718 -1.022 0.479 -1.95 1.22 -2.95
O -1.067 -0.403 -0.884 -1.13 -2.21 1.97
O 0.831 0.645 -1.043 1.53 1.69 -1.88
H -1.346 -1.036 -0.136 0.10 0.98 -1.71
C 3.370 -2.826 3.947 -4.11 -0.75 2.66
C 2.127 -2.184 3.349 -0.61 -1.60 7.38
C 0.926 -2.033 4.237 3.94 -4.77 1.58
C 0.804 -3.007 5.468 2.08 1.50 -1.20
C 1.958 -3.711 5.998 1.68 3.27 -5.47
C 3.328 -3.520 5.259 -5.62 1.91 -2.51
N -0.535 -3.087 6.225 0.09 0.65 -0.61
O -1.504 -2.451 5.710 2.35 -1.93 1.73
O -0.527 -3.747 7.279 -0.63 1.40 -2.15
H 4.300 -2.878 3.455 0.78 0.25 -0.86
H 2.029 -1.585 2.531 0.51 1.29 -2.66
H 0.217 -1.269 4.086 -1.04 0.15 -0.50
H 1.989 -4.514 6.643 -0.59 -1.13 1.84
H 4.144 -4.094 5.583 1.03 -0.46 0.49
C -4.089 -2.175 0.944 -0.38 0.90 6.94
C -3.312 -2.530 2.227 3.02 -1.04 -5.94
C -1.912 -3.227 1.915 -0.46 -0.19 -2.28
C -1.445 -3.621 0.521 -8.73 5.03 0.04
C -2.578 -3.229 -0.617 1.87 -1.82 0.17
C -3.784 -2.502 -0.329 5.60 -3.10 2.27
N -0.211 -4.208 0.170 -4.31 -2.84 -3.14
O -0.321 -4.836 -0.935 1.74 1.45 1.52
O 0.553 -4.382 1.031 3.36 -0.15 1.74
H -5.039 -1.572 1.224 1.59 -1.04 -0.88
H -3.588 -2.078 3.188 0.32 -0.65 -0.42
H -1.089 -3.600 2.593 -1.49 1.02 0.15
H -2.533 -3.651 -1.773 0.57 1.29 3.33
H -4.301 -2.191 -1.109 -2.65 1.12 -3.31
C 4.023 -0.194 0.451 3.01 -2.39 -1.04
C 5.479 -0.567 0.621 1.40 2.14 1.32
C 6.442 0.305 1.539 -7.65 1.19 -1.39
C 5.807 1.531 2.260 -2.30 -2.38 -1.67
C 4.311 1.792 2.168 3.60 -3.00 -1.83
C 3.543 0.837 1.186 10.49 1.63 3.18
N 6.713 2.439 3.115 -0.03 -0.49 -1.15
O 6.211 3.032 4.057 0.40 -0.50 -0.75
O 7.890 2.540 2.741 -1.56 -0.24 0.72
H 3.315 -0.818 -0.280 1.59 1.55 1.97
H 5.965 -1.474 0.014 -1.22 2.22 1.62
H 7.415 0.026 1.737 1.91 -0.40 0.13
H 3.862 2.629 2.788 0.42 -1.30 -1.13
H 2.660 1.034 1.265 -10.29 1.94 0.00
C -4.095 -0.264 -2.841 -7.40 -0.54 -1.02
C -5.602 0.060 -2.689 1.15 -4.91 -5.76
C -6.679 -0.576 -3.600 2.65 -1.51 -0.65
C -6.293 -1.671 -4.612 5.05 2.82 4.58
C -4.734 -2.069 -4.523 -2.63 1.53 0.22
C -3.755 -1.324 -3.690 -5.92 0.44 -0.82
N -7.221 -2.220 -5.567 -2.11 0.98 -1.05
O -8.327 -1.587 -5.743 3.05 -1.80 0.73
O -6.890 -3.210 -6.207 -0.31 0.86 0.70
H -3.503 0.326 -2.225 1.65 0.54 0.78
H -6.031 0.808 -2.160 -0.56 2.30 2.08
H -7.789 -0.300 -3.553 1.95 -0.22 0.05
H -4.415 -2.933 -5.165 -0.25 1.14 0.73
H -2.774 -1.491 -3.662 3.85 -1.53 -0.60
C -0.531 1.086 2.879 -2.77 0.07 1.22
C -2.048 1.047 2.834 0.82 0.70 3.33
C -2.775 1.122 4.187 7.04 -1.73 -1.60
C -1.916 0.895 5.487 1.05 0.73 -4.72
C -0.410 0.941 5.464 -3.71 -0.23 -1.89
C 0.258 1.133 4.077 -3.11 -1.47 2.30
N -2.730 0.685 6.704 -0.78 3.17 -0.04
O -3.932 1.074 6.595 2.34 -1.74 0.66
O -2.146 0.479 7.757 -0.73 -0.61 -0.80
H -0.160 1.047 1.860 0.89 -0.01 0.37
H -2.574 1.011 1.753 1.17 0.18 2.98
H -3.802 1.097 4.150 -2.09 0.03 0.53
H -0.005 0.706 6.508 0.15 0.57 -1.99
H 1.333 0.967 4.110 -0.17 0.49 -0.44
C -1.641 1.490 -5.353 2.20 1.58 -2.22
C -1.264 1.635 -6.834 2.95 -2.74 2.29
C 0.220 1.261 -7.246 -1.97 2.44 5.32
C 1.286 1.305 -6.199 -4.48 -1.11 2.79
C 0.931 1.304 -4.683 -4.93 0.46 -3.14
C -0.584 1.421 -4.328 2.20 -0.55 -5.71
N 2.718 1.297 -6.554 -1.27 0.37 5.08
O 3.470 1.076 -5.587 -0.19 -0.37 -1.64
O 3.003 1.796 -7.572 1.41 0.52 -3.35
H -2.746 1.665 -5.051 2.12 -0.45 -0.52
H -2.060 1.736 -7.624 1.11 -0.18 0.97
H 0.543 1.194 -8.244 0.09 0.06 -1.17
H 1.531 1.244 -3.782 0.60 0.01 -0.61
H -0.966 1.396 -3.367 0.15 -0.09 2.15
C 1.846 4.177 -1.146 -5.70 0.10 5.60
O 1.043 4.932 -0.554 0.53 -0.36 -0.36
N 2.670 4.607 -1.972 6.73 2.77 -6.01
C 3.436 3.693 -2.895 -5.89 -0.78 -0.78
C 2.835 6.076 -2.274 0.63 2.35 1.71
H 1.774 3.143 -0.817 0.63 -0.70 -0.84
H 4.388 3.936 -3.078 3.68 1.14 -0.01
H 2.889 3.813 -3.904 0.88 -0.42 1.23
H 3.310 2.629 -2.605 0.16 0.79 0.11
H 3.128 6.750 -1.420 -1.34 -1.46 0.95
H 2.028 6.685 -2.686 -0.62 -1.10 -0.13
H 3.719 6.611 -2.696 0.26 -2.46 -1.46
```
Forces are in eV/Å.

## Properties
Energy above the lowest of the compared OMol25 structures with the same formula, charge and spin in kcal/mol: 76.3
Frontier orbital gap in eV: 6.22
Maximum force in eV/A: 11.1
Total charge: -1
Electronic energy in Eh: -3132.8919



3.
A 2-piece molecular cluster, C5H13FO6P2 overall at a distorted geometry. Source: OMol25; level of theory: ωB97M-V/def2-TZVPD.

Structure (XYZ):
```
27
Properties=species:S:1:pos:R:3:forces:R:3
C -1.501 1.174 2.453 0.32 2.87 -0.89
C -2.635 -1.308 -1.791 -1.52 -4.15 -0.56
C 0.626 -2.104 0.242 1.86 2.38 1.28
C 3.844 0.259 -0.581 -1.23 -1.59 -1.02
C 0.358 1.851 -0.774 -0.70 -1.93 3.56
O -3.095 1.412 -0.216 -0.31 0.17 -0.20
O 1.693 0.592 1.433 -0.35 0.56 0.46
O -1.665 0.112 1.534 -0.24 -0.29 -0.57
O -2.261 -1.037 -0.482 -0.36 0.36 1.31
O 0.280 -0.771 -0.245 -0.88 -0.78 -0.28
O 2.446 0.062 -0.927 -0.33 0.36 -0.77
F 0.516 3.037 -0.157 -0.23 -0.04 0.32
P -2.022 0.446 0.019 0.91 1.10 0.19
P 1.226 0.447 0.057 1.25 0.13 -1.30
H -2.422 1.694 2.715 -0.58 -0.58 -0.11
H -0.921 2.083 1.995 -0.26 -2.02 0.91
H -1.098 0.741 3.339 0.74 0.01 0.42
H -2.045 -2.272 -2.035 -0.73 1.93 -0.40
H -2.554 -0.474 -2.396 0.96 1.46 -1.61
H -3.743 -1.608 -1.971 1.53 0.44 1.12
H 0.390 -2.169 1.320 0.22 0.09 -0.54
H 1.706 -2.095 0.047 -0.12 -0.93 0.45
H 0.156 -2.879 -0.274 -1.03 -0.75 -1.19
H 4.162 -0.788 -0.427 0.66 0.85 0.07
H 3.785 0.818 0.297 0.86 0.82 1.59
H 4.380 0.773 -1.390 -0.28 -0.26 0.21
H 0.397 2.002 -1.788 -0.14 -0.22 -2.45
```
Forces are in eV/Å.

## Properties
Frontier orbital gap (spin up / spin down) in eV: 8.25 / 7.88
Maximum force in eV/A: 4.5
Electronic energy in Eh: -1432.3079